This record from OMol25 describes an isolated molecule of C18H19N3O2 at a distorted geometry. The level of theory is wB97M-V/def2-TZVPD.

Calculated values
frontier orbital gap: 8.11 eV
ΔE to the lowest compared entry with this formula, charge and spin: 454.5 kJ/mol
multiplicity: 1
SMILES: CC1(C)CN(c2cc(=O)n3ccc4ccccc4c3n2)CCO1

Each line ends with the Mulliken charge.
Cartesian coordinates (Å):
C: 3.3681 -3.4997 1.1566  -1.960
C: 2.7378 -2.1176 0.9275  1.857
C: 1.9175 -2.1128 -0.4574  -1.569
C: 1.8189 -1.7445 2.1000  -1.097
N: 1.6728 -0.2524 2.2545  0.373
C: 0.5206 0.4372 2.0501  -0.363
C: -0.2220 0.7841 3.1130  -0.114
C: -1.3699 1.5620 2.9317  -0.001
O: -1.9730 1.7461 4.0084  -0.702
N: -1.5838 2.2482 1.7645  0.083
C: -2.7993 3.0549 1.6441  -0.555
C: -3.1431 3.4622 0.3760  -0.814
C: -2.1678 3.1918 -0.8354  0.851
C: -2.5991 3.6932 -2.0703  -0.734
C: -1.9216 3.2403 -3.2374  -0.404
C: -0.8461 2.3165 -3.1061  -0.538
C: -0.3127 1.9486 -1.8333  -0.503
C: -1.0627 2.3548 -0.6598  0.539
C: -0.7667 1.7491 0.7386  0.310
N: 0.3176 1.0768 0.8441  -0.245
C: 2.9919 0.5225 2.1712  -0.755
C: 3.5749 0.1359 0.7611  -0.524
O: 3.9118 -1.2437 0.7366  -0.459
H: 4.1119 -3.7273 0.3383  0.339
H: 3.9512 -3.4761 2.0071  0.536
H: 2.5859 -4.2140 1.3555  0.432
H: 1.0744 -1.4268 -0.4028  0.191
H: 1.5103 -3.0288 -0.6668  0.498
H: 2.6886 -1.8438 -1.2131  0.346
H: 2.2875 -2.1179 3.0214  0.333
H: 0.7920 -2.0891 1.9502  0.406
H: -0.0277 0.3573 4.0501  0.606
H: -3.3363 3.2757 2.5706  0.446
H: -3.9640 4.0883 0.3188  0.422
H: -3.3385 4.4276 -2.3188  0.372
H: -2.2480 3.4345 -4.2884  0.316
H: -0.5304 1.9141 -4.0446  0.380
H: 0.4058 1.1358 -1.6340  0.247
H: 2.9964 1.6393 2.3308  0.404
H: 3.7777 0.1429 2.8375  0.359
H: 2.9872 0.4157 -0.0590  0.220
H: 4.4371 0.7648 0.6941  0.471